1.
{
  "formula": "C34H65N2O10S",
  "method": "ωB97M-V/def2-TZVPD",
  "total_charge": -1,
  "total_energy_ha": -2594.4331,
  "elements": ["C", "C", "C", "N", "N", "C", "S", "H", "H", "H", "H", "H", "C", "C", "O", "C", "H", "H", "H", "H", "H", "H", "C", "C", "O", "C", "H", "H", "H", "H", "H", "H", "C", "C", "O", "C", "H", "H", "H", "H", "H", "H", "C", "C", "O", "C", "H", "H", "H", "H", "H", "H", "C", "C", "O", "C", "H", "H", "H", "H", "H", "H", "C", "C", "O", "C", "H", "H", "H", "H", "H", "H", "C", "C", "O", "C", "H", "H", "H", "H", "H", "H", "C", "C", "O", "C", "H", "H", "H", "H", "H", "H", "C", "C", "O", "C", "H", "H", "H", "H", "H", "H", "C", "C", "O", "C", "H", "H", "H", "H", "H", "H"],
  "coordinates": [[0.900, 0.738, 2.210], [0.188, -0.376, 2.007], [-1.229, -0.449, 1.475], [-1.773, 0.758, 0.955], [-2.371, 1.557, 2.048], [-3.455, 1.259, 2.454], [-4.649, 0.636, 3.320], [1.022, 1.531, 1.492], [1.457, 0.856, 3.131], [0.677, -1.332, 2.208], [-1.813, -0.916, 2.284], [-1.239, -1.180, 0.656], [-8.133, -0.292, 7.297], [-7.351, 0.484, 6.263], [-7.477, 0.283, 5.081], [-6.395, 1.535, 6.777], [-8.775, -1.011, 6.791], [-7.451, -0.829, 7.958], [-8.753, 0.383, 7.887], [-5.641, 1.073, 7.416], [-6.940, 2.289, 7.348], [-5.900, 2.011, 5.934], [-3.595, 2.722, -1.299], [-4.409, 2.313, -2.492], [-3.988, 2.404, -3.629], [-5.791, 1.777, -2.212], [-2.625, 3.086, -1.627], [-4.107, 3.517, -0.752], [-3.435, 1.864, -0.636], [-6.384, 2.528, -1.704], [-5.719, 0.885, -1.586], [-6.278, 1.517, -3.150], [4.068, -3.375, 0.273], [3.855, -1.919, 0.625], [3.726, -1.563, 1.771], [3.813, -0.939, -0.521], [4.078, -3.970, 1.184], [3.260, -3.726, -0.371], [5.022, -3.496, -0.244], [2.992, -1.188, -1.197], [4.762, -0.966, -1.062], [3.654, 0.064, -0.133], [-9.838, 5.066, -1.226], [-9.570, 3.743, -1.906], [-8.472, 3.249, -1.912], [-10.743, 3.068, -2.577], [-8.916, 5.438, -0.787], [-10.205, 5.792, -1.953], [-10.581, 4.937, -0.437], [-11.148, 3.712, -3.360], [-11.523, 2.857, -1.844], [-10.414, 2.133, -3.022], [-11.887, 0.259, 9.067], [-10.812, 0.634, 10.059], [-9.646, 0.651, 9.748], [-11.262, 0.987, 11.457], [-11.430, 0.030, 8.107], [-12.431, -0.618, 9.420], [-12.583, 1.089, 8.939], [-11.781, 0.140, 11.908], [-11.933, 1.847, 11.427], [-10.395, 1.235, 12.064], [4.816, 1.724, 2.993], [4.378, 2.638, 1.874], [3.596, 2.276, 1.034], [4.967, 4.032, 1.855], [4.322, 0.760, 2.887], [5.897, 1.577, 2.950], [4.544, 2.160, 3.956], [6.054, 3.978, 1.768], [4.704, 4.562, 2.772], [4.570, 4.580, 1.004], [-6.657, -1.330, -6.044], [-5.948, -0.429, -7.028], [-6.009, -0.629, -8.220], [-5.167, 0.720, -6.447], [-7.181, -2.115, -6.584], [-5.934, -1.785, -5.366], [-7.379, -0.754, -5.464], [-4.386, 0.349, -5.784], [-5.829, 1.377, -5.882], [-4.706, 1.290, -7.250], [7.409, -2.581, -3.732], [7.208, -1.126, -3.388], [7.084, -0.756, -2.246], [7.170, -0.150, -4.540], [7.415, -3.169, -2.817], [6.597, -2.930, -4.372], [8.362, -2.719, -4.246], [6.348, -0.399, -5.213], [8.111, -0.186, -5.092], [7.021, 0.856, -4.156], [12.091, -5.383, -3.029], [10.648, -5.352, -3.465], [10.294, -4.724, -4.435], [9.662, -6.138, -2.635], [12.686, -4.777, -3.708], [12.185, -4.977, -2.020], [12.467, -6.407, -3.044], [9.656, -5.766, -1.610], [9.934, -7.195, -2.633], [8.665, -6.030, -3.057], [13.286, -1.713, -5.762], [14.132, -1.690, -4.511], [14.748, -2.663, -4.148], [14.169, -0.396, -3.734], [13.345, -2.696, -6.220], [12.245, -1.501, -5.513], [13.647, -0.966, -6.471], [13.165, -0.129, -3.403], [14.567, 0.404, -4.359], [14.809, -0.516, -2.863]],
  "atomic_forces_ev_per_a": [[0.351, -0.031, 0.145], [-0.085, -0.076, -0.073], [0.641, 0.241, -0.950], [0.308, 0.548, -1.158], [-0.763, -0.500, -0.715], [0.891, -0.237, 1.403], [-0.656, 0.331, -0.160], [-1.417, 0.888, 0.318], [1.345, -0.634, -0.422], [-0.517, -0.189, 1.461], [-0.021, -0.127, 0.225], [-0.192, -0.123, -0.186], [-0.056, -0.044, -0.437], [0.149, -0.013, 0.055], [-0.235, -0.076, -0.098], [0.016, 0.081, -0.213], [0.037, -0.029, -0.033], [-0.036, 0.124, 0.143], [0.255, -0.120, 0.036], [-0.056, 0.045, 0.114], [0.036, -0.077, 0.146], [0.022, -0.048, -0.030], [0.137, -0.018, -0.215], [0.022, 0.003, 0.116], [-0.030, -0.016, -0.127], [0.244, -0.180, -0.310], [0.043, -0.021, 0.016], [-0.078, -0.131, 0.123], [0.054, 0.092, 0.131], [-0.024, -0.042, 0.184], [-0.022, 0.094, 0.144], [-0.025, 0.024, -0.007], [-0.024, -0.046, 0.220], [-0.080, 0.154, -0.183], [0.163, -0.087, 0.224], [0.024, 0.152, 0.224], [-0.009, 0.007, 0.021], [0.077, 0.013, -0.116], [-0.065, 0.006, -0.133], [0.082, -0.069, -0.076], [-0.059, -0.092, -0.121], [-0.061, 0.003, 0.041], [0.201, -0.019, 0.032], [-0.078, 0.059, 0.032], [-0.089, 0.025, -0.042], [0.147, -0.137, -0.042], [0.023, -0.015, 0.005], [-0.139, -0.016, 0.044], [-0.103, 0.055, -0.078], [-0.112, 0.042, 0.083], [-0.079, 0.111, -0.042], [0.025, -0.012, 0.003], [0.193, -0.010, -0.123], [-0.104, -0.008, 0.015], [-0.079, 0.127, 0.315], [0.221, 0.014, 0.021], [0.017, -0.002, -0.009], [-0.116, 0.079, 0.046], [-0.103, -0.063, 0.085], [-0.135, 0.061, -0.024], [-0.121, -0.085, 0.015], [0.024, 0.001, -0.006], [-0.161, -0.219, -0.107], [0.061, -0.031, 0.155], [-0.024, 0.047, -0.280], [-0.128, 0.025, -0.165], [-0.032, 0.010, -0.047], [0.024, 0.112, 0.124], [0.147, 0.050, 0.025], [0.018, 0.024, 0.143], [0.128, -0.020, 0.057], [-0.022, -0.010, -0.014], [-0.071, -0.126, -0.222], [0.041, 0.066, 0.072], [-0.033, -0.043, -0.098], [0.008, -0.036, -0.317], [-0.001, -0.002, -0.021], [-0.035, 0.109, 0.127], [0.104, 0.010, 0.136], [-0.097, 0.104, 0.189], [0.106, -0.047, 0.198], [0.004, 0.001, -0.024], [0.017, 0.025, 0.216], [-0.027, -0.051, -0.085], [0.026, 0.037, 0.143], [-0.016, 0.146, 0.175], [-0.009, 0.004, 0.024], [0.095, 0.003, -0.132], [-0.082, -0.069, -0.143], [0.087, -0.061, -0.098], [-0.062, -0.091, -0.114], [-0.014, 0.006, 0.023], [0.005, 0.184, -0.235], [0.025, -0.058, 0.085], [-0.045, 0.111, -0.103], [-0.140, 0.101, -0.172], [0.035, 0.004, 0.009], [0.019, -0.146, 0.066], [-0.014, -0.014, 0.159], [0.082, -0.114, 0.051], [0.061, 0.007, 0.140], [-0.009, 0.009, -0.015], [0.086, -0.196, 0.012], [-0.079, 0.068, -0.055], [0.062, -0.124, 0.067], [0.138, -0.138, 0.123], [-0.004, -0.023, 0.008], [0.005, 0.123, -0.048], [-0.110, 0.099, 0.037], [-0.017, 0.103, -0.108], [-0.140, 0.060, -0.026], [0.012, -0.017, 0.009]],
  "lowdin_charge": [-0.05, -0.19, -0.40, -0.15, -0.05, -0.84, 0.55, 0.04, 0.03, 0.07, 0.09, 0.08, -0.03, -0.51, 0.04, -0.03, 0.08, 0.09, 0.04, 0.08, 0.08, 0.06, -0.03, -0.50, 0.03, -0.03, 0.08, 0.08, 0.06, 0.05, 0.09, 0.06, -0.03, -0.50, 0.06, -0.01, 0.08, 0.08, 0.07, 0.09, 0.06, 0.06, -0.02, -0.49, 0.08, -0.02, 0.08, 0.08, 0.08, 0.08, 0.08, 0.08, -0.02, -0.49, 0.06, -0.02, 0.08, 0.09, 0.09, 0.08, 0.08, 0.08, -0.02, -0.50, 0.07, -0.03, 0.06, 0.08, 0.08, 0.08, 0.08, 0.08, -0.03, -0.51, 0.05, -0.03, 0.07, 0.09, 0.08, 0.09, 0.08, 0.08, -0.02, -0.50, 0.06, -0.02, 0.08, 0.09, 0.07, 0.09, 0.08, 0.08, -0.02, -0.50, 0.06, -0.02, 0.07, 0.09, 0.09, 0.09, 0.08, 0.08, -0.02, -0.51, 0.06, -0.03, 0.08, 0.08, 0.08, 0.09, 0.08, 0.08]
}

---

2.
{
  "formula": "C34H66F10N5O5",
  "method": "ωB97M-V/def2-TZVPD",
  "total_charge": -1,
  "total_energy_ha": -2983.6807,
  "elements": ["F", "C", "F", "F", "C", "C", "C", "C", "C", "C", "F", "F", "C", "C", "C", "C", "C", "F", "F", "C", "F", "F", "F", "C", "H", "H", "H", "H", "H", "H", "H", "H", "H", "H", "H", "C", "C", "C", "O", "C", "N", "H", "H", "H", "H", "H", "H", "H", "H", "H", "H", "H", "C", "C", "C", "O", "C", "N", "H", "H", "H", "H", "H", "H", "H", "H", "H", "H", "H", "C", "C", "C", "O", "C", "N", "H", "H", "H", "H", "H", "H", "H", "H", "H", "H", "H", "C", "C", "C", "O", "C", "N", "H", "H", "H", "H", "H", "H", "H", "H", "H", "H", "H", "C", "C", "C", "O", "C", "N", "H", "H", "H", "H", "H", "H", "H", "H", "H", "H", "H"],
  "coordinates": [[2.908, -1.778, 0.192], [3.703, -0.689, 0.270], [3.535, -0.218, 1.516], [4.967, -1.126, 0.169], [3.373, 0.331, -0.775], [3.900, 0.268, -2.007], [3.584, 1.190, -2.958], [2.710, 2.178, -2.657], [2.155, 2.245, -1.410], [1.153, 3.362, -1.171], [0.801, 3.343, 0.156], [1.903, 4.560, -1.357], [0.010, 3.216, -2.090], [-1.325, 3.734, -1.536], [-2.394, 2.630, -1.455], [-1.914, 1.408, -0.681], [-2.710, 0.159, -1.013], [-3.895, 0.423, -1.607], [-3.026, -0.548, 0.120], [-1.959, -0.831, -1.910], [-2.683, -1.964, -2.065], [-0.802, -1.188, -1.348], [-1.724, -0.323, -3.111], [2.482, 1.340, -0.468], [4.583, -0.532, -2.263], [4.014, 1.156, -3.947], [2.413, 2.908, -3.385], [0.287, 3.814, -2.958], [-1.710, 4.448, -2.269], [-1.252, 4.285, -0.597], [-2.653, 2.352, -2.471], [-3.255, 3.034, -0.920], [-2.081, 1.587, 0.379], [-0.861, 1.192, -0.850], [2.029, 1.425, 0.504], [-7.055, -4.499, -3.949], [-6.094, -3.682, -3.091], [-6.752, -2.471, -2.410], [-6.981, -1.367, -3.265], [-8.166, -1.431, -4.030], [-4.939, -3.293, -3.903], [-7.289, -4.005, -4.893], [-6.610, -5.463, -4.192], [-7.993, -4.687, -3.419], [-5.735, -4.339, -2.292], [-6.068, -2.103, -1.641], [-7.682, -2.758, -1.900], [-8.977, -1.919, -3.479], [-8.000, -1.950, -4.978], [-8.467, -0.408, -4.257], [-4.260, -2.838, -3.300], [-5.244, -2.556, -4.533], [-5.574, -10.901, -3.918], [-4.652, -9.687, -3.967], [-5.208, -8.460, -3.230], [-6.218, -7.760, -3.931], [-7.523, -8.285, -3.792], [-4.332, -9.391, -5.367], [-6.427, -10.796, -4.588], [-5.032, -11.796, -4.227], [-5.949, -11.070, -2.906], [-3.722, -9.965, -3.463], [-4.392, -7.742, -3.108], [-5.554, -8.722, -2.221], [-7.687, -8.703, -2.795], [-7.728, -9.045, -4.551], [-8.225, -7.465, -3.946], [-3.641, -8.646, -5.399], [-5.159, -8.976, -5.788], [3.981, 6.877, 3.072], [3.493, 6.713, 1.636], [4.525, 6.065, 0.703], [5.571, 6.932, 0.288], [6.645, 7.040, 1.204], [3.045, 8.017, 1.137], [4.694, 7.695, 3.175], [3.139, 7.100, 3.730], [4.456, 5.962, 3.432], [2.627, 6.047, 1.659], [4.006, 5.770, -0.212], [4.940, 5.148, 1.141], [6.834, 6.100, 1.726], [6.458, 7.835, 1.933], [7.538, 7.314, 0.639], [2.628, 7.889, 0.219], [3.876, 8.574, 0.957], [-2.228, -1.825, 5.328], [-2.606, -0.679, 4.394], [-1.773, -0.631, 3.104], [-0.471, -0.112, 3.273], [0.491, -1.046, 3.726], [-2.535, 0.582, 5.140], [-1.292, -1.636, 5.852], [-2.999, -1.961, 6.087], [-2.129, -2.764, 4.778], [-3.646, -0.834, 4.095], [-2.271, 0.046, 2.409], [-1.737, -1.613, 2.614], [0.307, -2.044, 3.318], [0.514, -1.090, 4.819], [1.466, -0.707, 3.385], [-2.879, 1.333, 4.550], [-1.551, 0.803, 5.268], [9.257, 4.739, 4.065], [7.926, 4.295, 4.664], [7.996, 2.937, 5.379], [8.018, 1.817, 4.518], [9.290, 1.474, 4.002], [6.906, 4.316, 3.612], [9.501, 4.191, 3.155], [9.214, 5.796, 3.800], [10.074, 4.605, 4.777], [7.645, 5.037, 5.417], [7.086, 2.825, 5.976], [8.842, 2.900, 6.079], [10.085, 1.665, 4.729], [9.499, 2.012, 3.075], [9.275, 0.409, 3.773], [5.999, 4.116, 4.024], [7.077, 3.519, 3.002]],
  "atomic_forces_ev_per_a": [[-0.023, -0.269, -0.090], [-0.411, 0.235, -0.340], [0.170, 0.110, 0.270], [0.330, -0.204, 0.089], [-0.545, -0.191, 1.706], [1.649, -1.772, -0.942], [0.193, 0.431, -1.211], [-0.105, 0.622, -0.805], [-0.980, 1.793, 0.047], [-0.406, -1.353, -0.907], [0.004, 0.226, 0.384], [0.246, 0.580, 0.440], [-0.271, 0.795, 0.786], [0.393, -0.201, -0.828], [0.592, 0.303, 0.426], [-0.628, -0.188, 0.095], [0.268, 0.193, 0.344], [-0.332, -0.031, -0.259], [0.072, -0.132, 0.145], [-0.030, -0.289, 0.095], [0.028, 0.052, -0.091], [0.030, 0.022, -0.053], [0.009, 0.019, -0.089], [-0.111, -0.477, 1.311], [0.103, -0.061, 0.070], [0.150, -0.184, -0.117], [-0.012, 0.184, -0.251], [0.023, -0.270, -0.377], [-0.180, 0.201, 0.076], [0.000, -0.125, 0.251], [-0.160, -0.027, -0.105], [-0.408, -0.081, -0.304], [0.200, -0.056, 0.194], [0.173, 0.283, -0.123], [0.008, -0.098, 0.267], [-0.069, -0.162, 0.013], [-0.180, 0.108, -0.316], [0.224, -0.029, 0.259], [-0.194, -0.068, 0.016], [0.164, 0.151, -0.077], [-0.014, 0.070, 0.214], [0.010, 0.105, 0.043], [0.059, 0.024, -0.003], [-0.009, 0.043, -0.012], [0.007, 0.064, 0.065], [0.024, 0.066, -0.062], [-0.046, -0.047, -0.087], [0.005, -0.060, -0.011], [-0.122, -0.085, 0.016], [0.024, 0.010, 0.042], [0.065, -0.090, -0.090], [0.014, -0.044, -0.062], [0.051, -0.140, 0.090], [-0.294, -0.041, -0.149], [0.306, 0.129, 0.063], [-0.095, -0.208, 0.138], [-0.002, 0.162, -0.192], [0.068, 0.146, 0.106], [-0.005, 0.071, -0.003], [0.014, 0.031, -0.045], [-0.021, 0.019, -0.010], [0.022, 0.083, 0.028], [-0.035, 0.041, -0.051], [-0.064, -0.084, -0.035], [0.024, -0.051, -0.001], [-0.047, -0.097, 0.098], [0.041, 0.034, 0.025], [0.068, -0.077, -0.021], [-0.018, -0.069, -0.034], [-0.123, -0.058, 0.146], [0.228, 0.138, 0.141], [-0.271, -0.153, -0.263], [0.116, -0.077, 0.140], [0.015, 0.166, -0.180], [-0.008, -0.049, -0.149], [0.036, -0.009, -0.061], [-0.014, 0.039, -0.046], [0.057, 0.013, -0.026], [0.015, -0.040, -0.116], [0.019, 0.036, -0.017], [0.034, 0.057, 0.103], [-0.064, 0.022, 0.091], [0.064, -0.082, 0.120], [-0.043, -0.007, -0.060], [-0.111, -0.026, 0.061], [0.002, 0.018, 0.050], [-0.140, -0.126, 0.049], [0.273, -0.079, 0.139], [-0.242, 0.142, -0.085], [0.065, -0.186, 0.030], [0.029, 0.200, 0.042], [-0.055, 0.052, -0.128], [0.028, 0.039, -0.048], [0.009, 0.054, 0.005], [0.034, 0.013, -0.008], [0.005, 0.047, -0.075], [0.055, 0.041, -0.005], [0.020, -0.039, 0.065], [-0.034, -0.015, 0.029], [-0.004, -0.142, -0.013], [0.070, 0.050, -0.091], [-0.072, -0.008, 0.042], [0.002, -0.024, 0.050], [0.084, 0.139, 0.069], [0.172, -0.114, -0.257], [-0.211, 0.070, 0.163], [0.167, 0.005, 0.077], [-0.165, -0.087, -0.123], [-0.070, -0.180, 0.196], [-0.038, -0.056, 0.011], [-0.048, -0.014, -0.028], [0.002, -0.025, -0.013], [-0.049, -0.054, 0.051], [-0.022, -0.039, -0.049], [0.073, 0.036, -0.068], [0.011, 0.060, -0.001], [0.127, 0.037, 0.042], [-0.041, 0.000, 0.032], [-0.028, 0.112, -0.026], [0.026, 0.054, -0.065]],
  "lowdin_charge": [0.13, -0.58, 0.13, 0.13, -0.14, -0.06, -0.07, -0.03, -0.14, -0.53, 0.03, -0.02, -0.13, -0.26, -0.20, -0.09, -0.44, 0.11, 0.08, -0.56, 0.13, 0.17, 0.19, 0.04, 0.12, 0.11, 0.12, 0.05, 0.09, 0.09, 0.11, 0.10, 0.12, 0.11, 0.13, -0.07, -0.42, -0.20, -0.18, -0.11, 0.05, 0.07, 0.05, 0.08, 0.14, 0.12, 0.12, 0.09, 0.07, 0.09, 0.05, 0.07, -0.07, -0.43, -0.20, -0.21, -0.10, 0.04, 0.06, 0.07, 0.08, 0.13, 0.13, 0.12, 0.09, 0.08, 0.08, 0.07, 0.07, -0.07, -0.42, -0.20, -0.19, -0.12, 0.04, 0.06, 0.07, 0.06, 0.14, 0.11, 0.12, 0.06, 0.07, 0.08, 0.07, 0.06, -0.08, -0.43, -0.21, -0.18, -0.10, 0.04, 0.06, 0.07, 0.08, 0.13, 0.10, 0.12, 0.09, 0.07, 0.08, 0.07, 0.07, -0.07, -0.43, -0.21, -0.19, -0.11, 0.05, 0.07, 0.07, 0.08, 0.13, 0.12, 0.12, 0.09, 0.08, 0.09, 0.08, 0.08]
}